# 1
{
  "formula": "C44H59ClN7O13P",
  "method": "ωB97M-V with the def2-TZVPD basis set",
  "e_lumo_ev": -0.634,
  "orbital_gap_ha": 0.30799,
  "smiles": "CCCCCCCCCCCC[C@@H]1C(=O)N[C@@](N)(C[C@H](C)O)[C@]1(CON=O)P(O)Cl.O=[N+]([O-])c1ccccc1.O=[N+]([O-])c1ccccc1.O=[N+]([O-])c1ccccc1.O=[N+]([O-])c1ccccc1",
  "elements": ["C", "C", "C", "C", "C", "C", "C", "C", "C", "C", "C", "C", "C", "C", "O", "N", "C", "N", "C", "C", "C", "O", "C", "C", "O", "N", "O", "P", "O", "Cl", "H", "H", "H", "H", "H", "H", "H", "H", "H", "H", "H", "H", "H", "H", "H", "H", "H", "H", "H", "H", "H", "H", "H", "H", "H", "H", "H", "H", "H", "H", "H", "H", "H", "H", "H", "H", "H", "H", "H", "O", "N", "O", "C", "C", "C", "C", "C", "C", "H", "H", "H", "H", "H", "O", "N", "O", "C", "C", "C", "C", "C", "C", "H", "H", "H", "H", "H", "O", "N", "O", "C", "C", "C", "C", "C", "C", "H", "H", "H", "H", "H", "O", "N", "O", "C", "C", "C", "C", "C", "C", "H", "H", "H", "H", "H"],
  "coordinates": [[-5.10339, 1.51671, -9.01125], [-3.57677, 1.44564, -9.16312], [-2.96163, 0.07050, -8.89837], [-3.00479, -0.39944, -7.43657], [-4.32792, -1.02923, -6.99815], [-4.28913, -1.74529, -5.64046], [-3.17652, -2.79809, -5.46615], [-2.25828, -2.58370, -4.24391], [-0.85577, -2.12643, -4.64588], [0.09755, -2.02672, -3.45871], [-0.24621, -0.85295, -2.51947], [1.02048, -0.22086, -1.93903], [0.86885, 0.75724, -0.73975], [-0.39323, 0.49096, 0.04747], [-0.55857, -0.37705, 0.88252], [-1.35337, 1.41755, -0.31259], [-0.81130, 2.55040, -1.09660], [-1.20200, 2.45889, -2.47967], [-1.39590, 3.85237, -0.52870], [-2.95729, 4.02650, -0.56023], [-3.49599, 4.22159, 0.85498], [-3.68846, 3.01901, -1.22918], [0.77938, 2.31474, -0.90568], [1.22761, 2.90871, 0.45372], [2.62300, 3.25017, 0.45789], [3.34138, 2.35548, 1.32184], [4.39439, 2.11741, 0.90746], [2.03966, 2.94662, -2.16166], [1.45475, 2.32552, -3.57463], [1.37306, 4.91807, -2.35959], [-5.57155, 0.55313, -9.22362], [-5.39990, 1.81723, -8.00432], [-5.52851, 2.25378, -9.69556], [-3.31202, 1.75569, -10.17794], [-3.11172, 2.16860, -8.48455], [-1.90898, 0.11883, -9.19464], [-3.43851, -0.67583, -9.54436], [-2.79116, 0.46841, -6.79849], [-2.18381, -1.10633, -7.29703], [-4.71352, -1.69698, -7.77712], [-5.06603, -0.22607, -6.90966], [-5.25628, -2.23732, -5.50358], [-4.22611, -0.98692, -4.85262], [-2.54637, -2.81466, -6.35954], [-3.62508, -3.79216, -5.40521], [-2.17696, -3.51826, -3.67904], [-2.71910, -1.84882, -3.57540], [-0.46920, -2.83893, -5.37627], [-0.93493, -1.14908, -5.13781], [-0.00441, -2.95013, -2.87687], [1.13631, -1.95755, -3.79530], [-0.88383, -1.22286, -1.71340], [-0.83550, -0.14011, -3.10114], [1.58549, 0.23919, -2.74847], [1.63251, -1.05037, -1.57250], [1.73664, 0.55021, -0.10903], [-1.92278, 1.66705, 0.48573], [-0.98050, 3.31496, -2.96891], [-0.78476, 1.67614, -2.95668], [-1.11191, 3.91733, 0.52198], [-0.93556, 4.69933, -1.03671], [-3.17719, 4.93739, -1.12083], [-2.90371, 4.94838, 1.41363], [-4.51948, 4.59778, 0.80700], [-3.51587, 3.27008, 1.39932], [-3.85745, 2.28466, -0.63099], [0.70192, 3.82532, 0.69436], [1.07932, 2.16486, 1.24612], [1.36162, 3.00704, -4.25065], [-0.13136, 5.45543, 6.71470], [0.63165, 4.75372, 7.34779], [0.75402, 4.78230, 8.55717], [1.44768, 3.77641, 6.60918], [1.35371, 3.73489, 5.22954], [2.12996, 2.81267, 4.54580], [2.97285, 1.95652, 5.24390], [3.04518, 2.01265, 6.63010], [2.27685, 2.93340, 7.32477], [0.69068, 4.41052, 4.71014], [2.07971, 2.75959, 3.46837], [3.57830, 1.24081, 4.70230], [3.69295, 1.34256, 7.17722], [2.31558, 2.99502, 8.40218], [5.08813, 0.12241, 8.34151], [5.38111, -0.90787, 8.92122], [6.44553, -1.11204, 9.46227], [4.36239, -1.97293, 8.96873], [3.15804, -1.77345, 8.31699], [2.21231, -2.78524, 8.35332], [2.47780, -3.96344, 9.03948], [3.69205, -4.13713, 9.69064], [4.65101, -3.13689, 9.65704], [2.96647, -0.84986, 7.79173], [1.26671, -2.65445, 7.84462], [1.73329, -4.74789, 9.06541], [3.89570, -5.05441, 10.22588], [5.60227, -3.25144, 10.15444], [-0.84275, -2.56225, 10.77951], [-1.03061, -2.10894, 9.66901], [-1.22422, -2.77943, 8.67374], [-1.01677, -0.64243, 9.51400], [-0.77277, 0.14155, 10.62733], [-0.75497, 1.51885, 10.47275], [-0.97957, 2.08544, 9.22464], [-1.22221, 1.27503, 8.12248], [-1.24284, -0.10393, 8.26039], [-0.60334, -0.32007, 11.58842], [-0.56407, 2.15185, 11.32861], [-0.96170, 3.16070, 9.11335], [-1.39689, 1.71741, 7.15045], [-1.43241, -0.75179, 7.41777], [0.95701, -2.76607, -7.28782], [1.01894, -3.81322, -7.90138], [0.11713, -4.27506, -8.56979], [2.27596, -4.58040, -7.81925], [3.30273, -4.09038, -7.03339], [4.47587, -4.82346, -6.95008], [4.60265, -6.01834, -7.64647], [3.55810, -6.48627, -8.43296], [2.37815, -5.76514, -8.52451], [3.18097, -3.15858, -6.50188], [5.29090, -4.46054, -6.33893], [5.51972, -6.58809, -7.57517], [3.65986, -7.41600, -8.97582], [1.55187, -6.10964, -9.12784]],
  "atomic_forces_ev_per_a": [[0.0, 0.1, 0.0], [-0.2, -0.1, 0.0], [0.1, 0.1, 0.1], [-0.1, 0.1, -0.2], [-0.1, 0.3, 0.1], [0.0, -0.1, -0.1], [0.0, 0.0, 0.0], [-0.1, 0.0, -0.1], [-0.2, -0.1, 0.2], [-0.3, 0.0, 0.2], [0.1, -0.1, -0.2], [-0.1, -0.1, 0.0], [0.6, 0.2, -0.4], [-0.3, -0.5, 0.4], [0.1, 0.4, -0.3], [0.6, 0.2, 0.3], [0.3, -0.1, -0.2], [-0.4, 0.0, 0.1], [-0.1, -0.2, 0.2], [0.1, 0.0, 0.1], [-0.2, 0.2, -0.2], [-0.1, 0.1, 0.0], [-0.5, 0.1, 0.1], [0.2, 0.2, 0.2], [0.2, -0.3, -0.1], [-0.3, -0.4, -0.3], [0.2, 0.4, 0.1], [-0.1, -0.4, -0.1], [-0.1, 0.2, 0.0], [0.0, 0.1, 0.0], [0.0, 0.0, 0.0], [0.0, -0.1, 0.0], [0.0, 0.0, 0.0], [0.0, 0.0, 0.0], [0.0, 0.0, -0.1], [-0.1, 0.0, -0.1], [0.0, 0.0, 0.0], [0.1, -0.1, 0.1], [0.0, 0.0, 0.1], [0.2, -0.1, 0.0], [-0.1, -0.1, -0.1], [0.0, 0.1, 0.1], [0.1, 0.0, 0.0], [-0.1, -0.1, 0.0], [0.0, 0.1, 0.0], [0.1, 0.1, 0.0], [0.1, -0.1, 0.1], [0.0, 0.1, 0.0], [0.1, -0.1, -0.1], [0.3, 0.0, -0.1], [-0.1, 0.1, -0.1], [-0.1, 0.1, 0.0], [0.0, 0.1, 0.1], [0.0, 0.0, 0.0], [0.0, 0.1, 0.0], [-0.2, 0.0, 0.2], [-0.4, -0.1, -0.2], [0.0, -0.1, 0.0], [0.1, 0.1, 0.0], [0.0, 0.1, 0.0], [0.0, 0.0, 0.0], [0.1, -0.1, -0.1], [0.0, -0.1, 0.0], [0.0, -0.1, 0.0], [0.1, 0.1, 0.0], [0.1, -0.1, 0.0], [0.0, 0.0, 0.0], [-0.2, 0.2, 0.1], [0.0, -0.1, -0.1], [0.0, 0.0, 0.0], [-0.1, -0.1, 0.0], [0.0, 0.1, 0.0], [0.0, 0.0, 0.0], [0.0, 0.0, -0.1], [0.0, 0.0, 0.1], [0.0, 0.0, 0.0], [-0.1, 0.0, 0.0], [0.0, -0.1, 0.1], [0.0, 0.0, 0.0], [0.0, 0.0, 0.0], [0.0, 0.0, 0.0], [0.0, 0.1, -0.1], [0.0, 0.0, 0.0], [0.1, 0.0, 0.0], [-0.1, 0.0, 0.1], [0.0, 0.0, 0.0], [0.0, 0.0, 0.0], [0.0, 0.0, 0.0], [0.0, 0.0, 0.0], [0.0, 0.0, 0.0], [0.0, 0.0, 0.0], [0.0, -0.1, 0.0], [0.0, 0.0, 0.0], [0.0, 0.0, 0.0], [0.0, 0.0, 0.0], [0.0, 0.0, 0.0], [0.0, 0.0, 0.0], [0.0, 0.0, -0.1], [0.0, 0.1, 0.1], [0.0, -0.1, -0.1], [0.0, 0.0, 0.0], [0.0, 0.0, 0.0], [0.0, 0.0, 0.0], [0.0, 0.0, 0.0], [0.0, 0.0, 0.0], [0.0, 0.0, -0.1], [0.0, 0.0, 0.0], [0.0, 0.0, 0.0], [0.0, 0.0, 0.0], [0.0, 0.0, 0.0], [0.0, 0.0, 0.0], [0.1, 0.0, -0.1], [0.0, 0.0, 0.0], [0.0, 0.0, 0.0], [0.0, 0.0, 0.0], [0.1, 0.0, 0.0], [0.0, 0.0, 0.0], [0.0, 0.0, 0.0], [0.0, 0.0, 0.0], [0.0, -0.1, 0.0], [0.0, 0.0, 0.0], [0.0, 0.0, 0.0], [0.0, 0.0, 0.0], [0.0, 0.0, 0.0], [0.0, 0.0, 0.0]]
}

# 2
{
  "formula": "C44H59MnNO2PSTe",
  "method": "ωB97M-V with the def2-TZVPD basis set",
  "relative_energy_kcal_mol": 0.0,
  "e_lumo_ev": [-7.541, -7.539],
  "orbital_gap_ha": [0.21415, 0.21444],
  "total_charge": 2,
  "elements": ["Mn", "C", "C", "C", "C", "C", "C", "C", "N", "C", "C", "C", "C", "C", "C", "O", "C", "C", "C", "C", "C", "C", "C", "C", "C", "O", "C", "C", "C", "C", "C", "C", "H", "H", "H", "H", "H", "H", "H", "H", "H", "H", "H", "H", "H", "H", "H", "H", "H", "H", "H", "H", "H", "H", "H", "H", "H", "H", "H", "H", "H", "H", "H", "H", "H", "H", "H", "H", "H", "H", "H", "H", "C", "P", "C", "C", "C", "C", "C", "C", "C", "C", "C", "C", "C", "C", "H", "H", "H", "H", "H", "H", "H", "H", "H", "H", "H", "H", "H", "C", "Te", "C", "H", "H", "H", "H", "H", "H", "S", "C"],
  "coordinates": [[0.96975, 0.56669, 0.53751], [-5.93309, -0.35955, -0.77395], [-5.17430, 0.36577, -1.89593], [-4.96394, -0.59406, -3.07712], [-6.02476, 1.54415, -2.37306], [-3.80925, 0.81111, -1.37063], [-2.92065, -0.12055, -0.90731], [-1.65082, 0.28512, -0.44648], [-0.63859, -0.48697, 0.03717], [-0.51582, -1.80434, 0.21828], [-1.41399, -2.84630, -0.14980], [-1.09489, -4.13573, 0.12601], [0.14616, -4.40474, 0.79307], [1.08560, -3.48103, 1.15821], [0.76285, -2.12755, 0.83921], [1.55725, -1.13681, 1.06635], [2.37854, -3.97585, 1.82740], [3.11354, -4.89117, 0.83467], [2.00582, -4.77530, 3.08636], [3.35139, -2.87407, 2.25615], [-1.98798, -5.30963, -0.24580], [-1.21411, -6.24349, -1.19037], [-3.26746, -4.85379, -0.94553], [-2.37129, -6.06831, 1.03534], [-1.30491, 1.68465, -0.40598], [-0.10623, 1.97763, 0.04592], [-2.23471, 2.66133, -0.82366], [-3.42556, 2.17335, -1.32272], [-2.04193, 4.18633, -0.78107], [-3.25406, 4.81862, -0.07511], [-1.95509, 4.70782, -2.22287], [-0.79656, 4.65479, -0.02197], [-6.91063, -0.67886, -1.13718], [-6.08755, 0.29805, 0.08349], [-5.40194, -1.24937, -0.43008], [-5.93038, -0.91695, -3.46632], [-4.41161, -1.48841, -2.78047], [-4.41700, -0.10743, -3.88685], [-6.98060, 1.16866, -2.73785], [-5.55193, 2.08382, -3.19650], [-6.23938, 2.24727, -1.56539], [-3.21460, -1.15335, -0.88627], [-2.32323, -2.62657, -0.67346], [0.36321, -5.44307, 1.00730], [2.50687, -5.74814, 0.53927], [4.02802, -5.27271, 1.29078], [3.39225, -4.34576, -0.07075], [1.37361, -5.63538, 2.86457], [1.48185, -4.14556, 3.80808], [2.91296, -5.15124, 3.56093], [3.72414, -2.29968, 1.40900], [4.20542, -3.34769, 2.74188], [2.89707, -2.18758, 2.97195], [-0.93396, -5.72670, -2.11069], [-1.84175, -7.09430, -1.45744], [-0.30719, -6.63894, -0.72999], [-3.05574, -4.33570, -1.88446], [-3.86957, -4.20339, -0.30597], [-3.87504, -5.72554, -1.18698], [-1.50023, -6.46582, 1.55851], [-3.01130, -6.91349, 0.77986], [-2.91942, -5.42302, 1.72438], [-4.13973, 2.89759, -1.68616], [-4.19420, 4.62094, -0.58926], [-3.12682, 5.90126, -0.03874], [-3.34305, 4.45271, 0.94985], [-2.85235, 4.47119, -2.79655], [-1.09710, 4.27678, -2.74432], [-1.84008, 5.79288, -2.21706], [-0.79509, 4.29592, 1.00863], [-0.80410, 5.74586, 0.00063], [0.12772, 4.34212, -0.50390], [4.23867, 0.66797, 1.55569], [2.92381, 1.81840, 1.06940], [3.59423, 2.83568, -0.26917], [4.94401, 3.18926, -0.26768], [5.45657, 3.97550, -1.28682], [4.62624, 4.42446, -2.30691], [3.27881, 4.09537, -2.30297], [2.76377, 3.30342, -1.28573], [2.73990, 2.96017, 2.46107], [2.01861, 4.13643, 2.25398], [1.77197, 4.99500, 3.31284], [2.24651, 4.68693, 4.58227], [2.97647, 3.52465, 4.78904], [3.22276, 2.65886, 3.73180], [5.12287, 1.18961, 1.91756], [4.50848, 0.05275, 0.69905], [3.86285, 0.00756, 2.33683], [5.60064, 2.86139, 0.52878], [6.50452, 4.24411, -1.28279], [5.03084, 5.03892, -3.10008], [2.62768, 4.45943, -3.08710], [1.70710, 3.06931, -1.26782], [1.65736, 4.38459, 1.26217], [1.21918, 5.91062, 3.14716], [2.06038, 5.36132, 5.40775], [3.36378, 3.29492, 5.77315], [3.79496, 1.75684, 3.91011], [1.21081, -1.85798, -2.43590], [1.68717, 0.17657, -2.07124], [3.77921, -0.18673, -2.09878], [1.68264, -2.13437, -3.37604], [0.13325, -1.96437, -2.52836], [1.59133, -2.48335, -1.63039], [4.00132, -1.02038, -1.43693], [4.29389, 0.71758, -1.78498], [4.05540, -0.43456, -3.12038], [-0.02204, 1.15532, 3.78314], [0.41558, 0.91031, 2.36957]],
  "atomic_forces_ev_per_a": [[-0.1, 0.0, -0.7], [0.0, 0.0, 0.0], [0.0, 0.0, 0.0], [0.0, 0.0, 0.0], [0.0, 0.0, 0.0], [0.0, 0.0, 0.0], [0.1, 0.0, 0.0], [0.0, -0.1, 0.0], [0.0, 0.0, -0.1], [0.0, 0.0, 0.0], [0.0, 0.1, 0.0], [0.0, 0.0, 0.0], [0.0, 0.0, 0.0], [0.1, 0.0, 0.0], [0.0, 0.0, -0.1], [-0.2, 0.1, 0.5], [0.0, 0.0, 0.0], [0.0, 0.0, 0.0], [0.0, 0.0, 0.0], [0.0, 0.0, 0.0], [0.0, 0.0, 0.0], [0.0, 0.0, 0.0], [0.0, 0.0, 0.0], [0.0, 0.0, 0.0], [0.1, -0.1, -0.2], [-0.2, 0.0, 0.7], [-0.1, 0.1, 0.0], [0.0, 0.0, 0.0], [0.0, 0.0, 0.0], [0.0, 0.0, 0.0], [0.0, 0.0, 0.0], [-0.1, 0.0, 0.0], [0.0, 0.0, 0.0], [0.0, 0.0, 0.0], [0.0, 0.0, 0.0], [0.0, 0.0, 0.0], [0.0, 0.0, 0.0], [0.0, 0.0, 0.0], [0.0, 0.0, 0.0], [0.0, 0.0, 0.0], [0.0, 0.0, 0.0], [0.0, 0.0, 0.0], [0.0, 0.0, 0.0], [0.0, 0.0, 0.0], [0.0, 0.0, 0.0], [0.0, 0.0, 0.0], [0.0, 0.0, 0.0], [0.0, 0.0, 0.0], [0.0, 0.0, 0.0], [0.0, 0.0, 0.0], [0.0, 0.0, 0.0], [0.0, 0.0, 0.0], [0.0, 0.0, 0.0], [0.0, 0.0, 0.0], [0.0, 0.0, 0.0], [0.0, 0.0, 0.0], [0.0, 0.0, 0.0], [0.0, 0.0, 0.0], [0.0, 0.0, 0.0], [0.0, 0.0, 0.0], [0.0, 0.0, 0.0], [0.0, 0.0, 0.0], [0.0, 0.0, 0.0], [0.0, 0.0, 0.0], [0.0, 0.0, 0.0], [0.0, 0.0, 0.0], [0.0, 0.0, 0.0], [0.0, 0.0, 0.0], [0.0, 0.0, 0.0], [0.0, 0.0, 0.0], [0.0, 0.0, 0.0], [0.0, 0.0, 0.0], [0.0, 0.0, 0.0], [-0.2, -0.1, 0.1], [0.1, 0.0, 0.0], [0.0, 0.0, 0.0], [0.0, 0.0, 0.0], [0.0, 0.0, 0.0], [0.0, 0.0, 0.0], [0.0, 0.0, 0.0], [0.0, 0.0, 0.0], [0.0, 0.0, 0.0], [0.0, 0.0, 0.0], [0.0, 0.0, 0.0], [0.0, 0.0, 0.0], [0.0, 0.0, 0.0], [0.0, 0.0, 0.0], [0.0, 0.0, 0.0], [0.0, 0.0, 0.0], [0.0, 0.0, 0.0], [0.0, 0.0, 0.0], [0.0, 0.0, 0.0], [0.0, 0.0, 0.0], [0.0, 0.0, 0.0], [0.0, 0.0, 0.0], [0.0, 0.0, 0.0], [0.0, 0.0, 0.0], [0.0, 0.0, 0.0], [0.0, 0.0, 0.0], [0.0, 0.0, 0.0], [-0.1, 0.0, 0.1], [0.0, 0.0, 0.0], [0.0, 0.0, 0.0], [0.0, 0.0, 0.0], [0.0, 0.0, 0.0], [0.0, 0.0, 0.0], [0.0, 0.0, 0.0], [0.0, 0.0, 0.0], [-0.1, 0.0, 0.1], [0.6, 0.0, -0.3]]
}